#1
Entry from the OMol25 dataset: a 13-piece molecular cluster, C3H31O13 overall (wB97M-V/def2-TZVPD).

Its charge is -1. The calculation puts the HOMO-LUMO gap at 8.4 eV. As for the HOMO energy: -5.730 eV. As for the spin multiplicity: 1.

Each line ends with the Löwdin charge.
Geometry (Å):
1 C 20.354 9.068 17.460  -0.035
2 C 21.008 9.357 16.054  -0.487
3 C 22.085 8.355 15.592  -0.059
4 O 19.949 9.228 15.104  -0.368
5 H 20.162 8.043 17.688  0.034
6 H 19.413 9.586 17.558  0.043
7 H 21.051 9.273 18.352  0.102
8 H 21.390 10.344 16.017  0.098
9 H 22.595 8.680 14.732  0.041
10 H 21.852 7.251 15.498  0.089
11 H 22.771 8.299 16.480  0.095
12 O 17.497 9.118 15.701  -0.098
13 H 17.334 8.381 16.313  -0.015
14 H 18.452 9.128 15.465  -0.034
15 O 23.102 4.617 14.860  -0.043
16 H 23.005 5.303 14.231  -0.033
17 H 22.664 3.905 14.386  0.049
18 O 18.950 11.599 15.814  -0.076
19 H 19.363 10.694 15.743  -0.018
20 H 19.219 11.827 16.703  0.015
21 O 19.257 6.606 15.858  -0.047
22 H 19.833 7.338 15.783  -0.045
23 H 18.632 6.804 16.589  0.012
24 O 17.168 7.281 17.702  -0.045
25 H 17.410 7.558 18.578  -0.002
26 H 16.684 6.480 17.961  0.087
27 O 20.995 4.559 17.163  -0.063
28 H 21.848 4.635 16.727  0.003
29 H 20.531 5.349 16.936  -0.037
30 O 19.318 6.006 19.300  -0.041
31 H 20.253 5.933 19.090  0.031
32 H 18.754 5.408 18.851  0.013
33 O 17.535 8.478 20.255  -0.071
34 H 17.153 8.823 21.066  0.042
35 H 17.663 9.306 19.737  0.028
36 O 20.863 7.611 12.914  -0.059
37 H 20.179 7.951 12.326  0.064
38 H 20.538 7.944 13.764  0.002
39 O 17.014 10.484 18.204  -0.041
40 H 17.189 11.395 18.181  0.010
41 H 17.203 10.125 17.329  -0.001
42 O 21.373 10.980 13.598  -0.080
43 H 21.290 11.702 14.213  0.008
44 H 20.843 10.282 14.026  -0.022
45 O 23.340 6.822 12.993  -0.080
46 H 22.616 7.366 13.344  -0.022
47 H 24.079 7.450 12.971  0.056


#2
Entry from the OMol25 dataset: a 13-piece molecular cluster, C3H31O13 overall (wB97M-V/def2-TZVPD).

Its charge is -1. The calculation puts the HOMO-LUMO gap at 7.5 eV. As for the HOMO energy: -5.255 eV. As for the spin multiplicity: 1.

Each line ends with the Löwdin charge.
Geometry (Å):
1 C 0.548 1.910 -0.510  -0.040
2 C -0.445 0.709 -0.837  -0.605
3 C 0.094 -0.346 -1.692  -0.069
4 O -0.883 0.162 0.316  -0.313
5 H 1.428 1.522 0.025  0.070
6 H 0.117 2.649 0.190  0.056
7 H 0.829 2.502 -1.434  0.098
8 H -1.286 1.063 -1.406  0.116
9 H 0.483 0.088 -2.617  0.089
10 H -0.585 -1.092 -1.916  0.039
11 H 1.005 -0.765 -1.196  0.087
12 O 2.568 3.776 0.856  -0.052
13 H 2.219 3.438 1.668  -0.006
14 H 2.092 3.369 0.132  -0.007
15 O -1.450 -0.490 3.020  -0.035
16 H -1.488 -0.051 2.168  0.008
17 H -1.366 -1.418 2.942  0.026
18 O 1.096 0.093 2.125  -0.085
19 H 0.491 -0.286 2.791  0.054
20 H 0.438 0.329 1.451  -0.003
21 O 2.712 -1.705 0.912  -0.092
22 H 3.440 -1.409 0.355  0.019
23 H 2.284 -0.915 1.317  -0.008
24 O -1.715 -3.617 -2.907  0.024
25 H -0.997 -3.872 -3.439  0.047
26 H -2.355 -4.215 -3.112  0.012
27 O -2.159 2.627 1.439  -0.036
28 H -1.818 3.518 1.547  0.028
29 H -1.411 2.252 0.992  -0.034
30 O 0.895 2.671 3.039  -0.071
31 H -0.031 2.917 3.259  0.057
32 H 0.881 1.751 2.752  -0.015
33 O 4.723 1.869 0.831  -0.049
34 H 5.528 2.310 0.999  -0.001
35 H 3.993 2.443 1.065  -0.016
36 O -3.696 -1.843 -2.561  -0.070
37 H -2.816 -2.244 -2.741  0.010
38 H -4.077 -2.643 -2.162  0.062
39 O -3.373 -0.029 -0.636  -0.089
40 H -2.529 0.063 -0.216  -0.056
41 H -3.305 -0.702 -1.340  -0.028
42 O 1.329 -3.355 -1.516  -0.042
43 H 1.155 -2.470 -1.861  -0.006
44 H 2.260 -3.421 -1.592  0.009
45 O -1.840 -2.498 0.120  -0.065
46 H -1.512 -3.049 -0.605  0.003
47 H -1.478 -1.611 0.007  -0.019


Energy ordering: #1 at the bottom, the next structure 40.1 kJ/mol above.


#1
Entry from the OMol25 dataset: a 4-piece molecular cluster, C4H18NO3 overall (wB97M-V/def2-TZVPD).

Its charge is +1. The calculation puts the HOMO-LUMO gap at 11.9 eV. As for the HOMO energy: -14.700 eV. As for the spin multiplicity: 1.

Each line ends with the Löwdin charge.
Geometry (Å):
1 C 0.035 -0.489 -1.146  -0.125
2 C 0.942 -1.710 -0.763  -0.369
3 C 2.348 -1.119 -0.999  -0.072
4 C 0.776 -2.238 0.707  -0.048
5 N -1.393 -0.796 -0.730  0.168
6 H 0.394 0.324 -0.511  0.116
7 H 0.067 -0.275 -2.210  0.139
8 H 0.584 -2.536 -1.411  0.138
9 H 3.036 -1.015 -0.140  0.096
10 H 2.952 -1.602 -1.781  0.088
11 H 2.299 -0.137 -1.455  0.065
12 H 1.000 -1.379 1.305  0.074
13 H 1.458 -3.042 0.917  0.088
14 H -0.240 -2.558 0.899  0.062
15 H -1.944 0.087 -0.549  0.100
16 H -1.950 -1.360 -1.375  0.174
17 H -1.426 -1.214 0.200  0.129
18 H -0.406 2.818 0.456  0.008
19 H -0.898 3.446 -0.830  0.067
20 O -0.988 2.641 -0.302  -0.068
21 H -2.122 1.583 1.074  0.052
22 H -3.565 1.519 0.416  0.082
23 O -2.744 1.049 0.563  -0.048
24 H 0.055 2.414 3.092  0.057
25 H 1.310 2.977 2.345  0.070
26 O 0.420 2.612 2.227  -0.043


#2
Entry from the OMol25 dataset: a 4-piece molecular cluster, C4H18NO3 overall (wB97M-V/def2-TZVPD).

Its charge is +1. The calculation puts the HOMO-LUMO gap at 11.4 eV. As for the HOMO energy: -14.332 eV. As for the spin multiplicity: 1.

Each line ends with the Löwdin charge.
Geometry (Å):
1 C 0.168 0.199 -0.691  -0.115
2 C -0.920 0.998 0.007  -0.376
3 C -1.796 -0.117 0.753  -0.067
4 C -0.431 1.914 1.127  -0.093
5 N 1.328 1.164 -0.983  0.191
6 H 0.670 -0.562 -0.092  0.108
7 H -0.236 -0.331 -1.557  0.142
8 H -1.637 1.497 -0.637  0.136
9 H -1.761 -1.011 0.132  0.050
10 H -1.355 -0.419 1.697  0.074
11 H -2.866 0.145 0.836  0.096
12 H 0.245 1.463 1.855  0.091
13 H -1.230 2.215 1.811  0.089
14 H -0.124 2.924 0.768  0.086
15 H 1.048 2.107 -1.244  0.161
16 H 2.040 1.155 -0.254  0.169
17 H 1.804 0.726 -1.789  0.125
18 H 0.126 -2.732 1.521  0.009
19 H 1.532 -2.906 2.055  0.056
20 O 1.000 -2.316 1.495  -0.071
21 H 3.939 1.385 -3.408  0.060
22 H 2.803 0.940 -4.347  0.057
23 O 2.980 1.342 -3.494  -0.045
24 H -2.586 -3.374 0.674  0.053
25 H -2.587 -3.322 2.289  0.049
26 O -2.154 -3.086 1.477  -0.035


Energy ordering: #1 at the bottom, the next structure 13.5 kJ/mol above.


#1
Entry from the OMol25 dataset: C23H31N5O5S as an isolated structure (wB97M-V/def2-TZVPD).

Its charge is 0. The calculation puts the HOMO-LUMO gap at 8.1 eV. As for the HOMO energy: -8.177 eV. As for the spin multiplicity: 1.

Each line ends with the Löwdin charge.
Geometry (Å):
1 C 1.533 2.821 4.673  -0.062
2 C 1.617 3.009 3.166  -0.276
3 O 2.257 1.888 2.599  -0.180
4 C 2.496 2.029 1.215  -0.219
5 C 3.291 0.832 0.710  -0.122
6 H 3.506 1.006 -0.345  0.109
7 H 4.228 0.765 1.263  0.121
8 C 2.531 -0.488 0.890  -0.148
9 N 1.349 -0.559 0.061  -0.004
10 C 0.127 -0.073 0.391  -0.448
11 O -0.722 0.118 -0.486  0.054
12 C -0.241 0.188 1.778  -0.322
13 C -1.286 1.050 2.123  -0.282
14 N -1.970 1.847 1.288  0.178
15 H -1.894 1.659 0.300  0.093
16 H -2.754 2.348 1.682  0.090
17 C -1.486 1.023 3.538  -0.268
18 N -0.702 0.196 4.201  -0.265
19 S 0.334 -0.566 3.227  1.088
20 C -2.511 1.826 4.229  -0.484
21 O -3.288 2.557 3.634  0.051
22 N -2.510 1.680 5.569  0.179
23 H -3.184 2.175 6.126  0.115
24 H -1.858 1.044 5.996  0.092
25 C 1.567 -0.805 -1.359  -0.134
26 C 1.025 -2.135 -1.818  -0.186
27 C 0.121 -2.880 -1.076  -0.009
28 C -0.358 -4.089 -1.551  -0.009
29 C 0.062 -4.576 -2.782  -0.322
30 C 0.977 -3.839 -3.530  -0.004
31 C 1.450 -2.638 -3.048  -0.036
32 H 2.161 -2.072 -3.633  0.124
33 H 1.304 -4.228 -4.481  0.118
34 O -0.384 -5.755 -3.289  0.056
35 H -1.003 -6.165 -2.672  0.107
36 H -1.063 -4.658 -0.960  0.115
37 H -0.220 -2.525 -0.117  0.113
38 C 1.034 0.420 -2.161  -0.447
39 O 1.479 1.523 -1.919  0.077
40 N 0.197 0.140 -3.170  0.109
41 H -0.249 -0.766 -3.170  0.136
42 C -0.480 1.176 -3.922  -0.283
43 C -0.681 0.715 -5.370  -0.142
44 H 0.121 0.055 -5.696  0.111
45 H -0.708 1.583 -6.030  0.115
46 C -2.047 0.036 -5.352  -0.196
47 H -2.473 -0.076 -6.348  0.106
48 H -1.969 -0.954 -4.899  0.107
49 C -2.875 0.961 -4.462  -0.188
50 H -3.218 1.816 -5.047  0.107
51 H -3.750 0.464 -4.046  0.105
52 C -1.901 1.427 -3.372  -0.120
53 H -2.025 0.851 -2.455  0.098
54 H -2.048 2.478 -3.127  0.111
55 H 0.153 2.063 -3.847  0.144
56 H 2.649 -0.796 -1.529  0.161
57 H 2.261 -0.587 1.939  0.049
58 H 3.176 -1.331 0.625  0.134
59 H 1.548 2.114 0.663  0.119
60 H 3.068 2.951 1.027  0.131
61 H 0.610 3.126 2.735  0.118
62 H 2.189 3.920 2.930  0.121
63 H 1.035 3.675 5.122  0.077
64 H 2.532 2.727 5.089  0.077
65 H 0.976 1.919 4.908  0.042


#2
Entry from the OMol25 dataset: one molecule with the formula C23H31N5O5S (wB97M-V/def2-TZVPD).

Its charge is 0. The calculation puts the HOMO-LUMO gap at 7.5 eV. As for the HOMO energy: -8.079 eV. The SMILES is CC(=O)c1ccc(N2CCN(c3ccc(S(=O)(=O)NCCCN(C)C)cc3[N+](=O)[O-])CC2)cc1. As for the spin multiplicity: 1.

Each line ends with the Löwdin charge.
Geometry (Å):
1 C -0.616 -1.323 -4.215  -0.010
2 C -0.698 0.079 -3.674  -0.428
3 O -1.672 0.780 -3.840  0.079
4 C 0.490 0.593 -2.946  -0.167
5 C 1.762 0.030 -3.019  -0.021
6 C 2.831 0.598 -2.360  -0.028
7 C 2.682 1.737 -1.558  -0.218
8 N 3.775 2.300 -0.903  -0.083
9 C 4.827 1.458 -0.370  -0.124
10 C 4.594 1.257 1.155  -0.110
11 N 3.209 1.515 1.477  -0.067
12 C 2.255 0.576 1.246  -0.138
13 C 2.538 -0.638 0.581  0.007
14 C 1.535 -1.435 0.092  -0.026
15 C 0.204 -1.075 0.270  -0.254
16 S -1.095 -1.998 -0.526  0.647
17 O -1.964 -1.074 -1.202  -0.276
18 O -0.507 -3.035 -1.326  -0.293
19 N -1.843 -2.685 0.795  -0.126
20 C -2.928 -3.591 0.419  -0.241
21 C -4.209 -3.269 1.185  -0.158
22 C -4.634 -1.810 0.988  -0.201
23 N -3.763 -0.876 1.699  -0.311
24 C -3.790 0.440 1.077  -0.091
25 C -4.089 -0.785 3.110  -0.083
26 C -0.111 -0.009 1.069  0.036
27 C 0.898 0.782 1.616  -0.080
28 N 0.510 1.691 2.645  -0.357
29 O -0.675 1.946 2.762  0.067
30 O 1.370 2.118 3.397  0.078
31 C 2.904 2.924 1.312  -0.115
32 C 3.575 3.413 -0.002  -0.123
33 C 1.405 2.309 -1.505  -0.008
34 C 0.346 1.752 -2.187  0.002
35 H -0.453 -2.019 -3.393  0.057
36 H -1.551 -1.567 -4.711  0.090
37 H 0.202 -1.413 -4.926  0.082
38 H 1.936 -0.852 -3.616  0.113
39 H 3.804 0.151 -2.496  0.106
40 H 4.842 0.502 -0.885  0.096
41 H 5.792 1.950 -0.537  0.125
42 H 5.188 1.973 1.729  0.128
43 H 4.880 0.257 1.478  0.122
44 H 3.559 -0.926 0.395  0.110
45 H 1.750 -2.328 -0.471  0.123
46 H -2.251 -1.917 1.343  0.065
47 H -3.107 -3.502 -0.658  0.112
48 H -2.602 -4.616 0.625  0.117
49 H -5.005 -3.923 0.826  0.116
50 H -4.053 -3.476 2.244  0.104
51 H -5.684 -1.684 1.301  0.123
52 H -4.568 -1.576 -0.078  0.122
53 H -3.168 1.124 1.654  0.075
54 H -4.806 0.857 1.035  0.094
55 H -3.395 0.360 0.064  0.073
56 H -5.103 -0.393 3.280  0.091
57 H -4.016 -1.767 3.573  0.079
58 H -3.375 -0.121 3.596  0.087
59 H -1.138 0.222 1.300  0.104
60 H 3.259 3.485 2.181  0.130
61 H 1.830 3.066 1.229  0.106
62 H 2.971 4.185 -0.477  0.121
63 H 4.559 3.842 0.202  0.124
64 H 1.219 3.206 -0.936  0.102
65 H -0.631 2.207 -2.136  0.125


Energy ordering: #1 at the bottom, the next structure 550.1 kJ/mol above.